Entry 1:
27
Properties=species:S:1:pos:R:3:lowdin_charge:R:1 method="wB97M-V/def2-TZVPD" total_charge=0 homo_ev=-8.1 orbital_gap_ev=7.80 de_lowest_kcal_mol=23.7
C -0.177 -4.096 0.333 -0.1076
C -0.115 -2.846 1.216 -0.2679
C 0.197 -1.570 0.446 -0.1990
C -0.903 -1.177 -0.555 -0.2151
N -1.406 0.165 -0.370 -0.0033
C -0.559 1.274 -0.362 -0.2754
C 0.491 1.335 -1.332 -0.0100
C 1.361 2.382 -1.408 0.0002
C 1.197 3.463 -0.496 -0.3823
N 1.934 4.573 -0.416 -0.2424
S 1.323 5.446 0.783 0.9837
N 0.109 4.492 1.238 -0.2425
C 0.150 3.416 0.442 -0.3760
C -0.725 2.302 0.528 0.0369
H 0.789 -4.584 0.250 0.0690
H -0.868 -4.811 0.771 0.0670
H -0.535 -3.883 -0.671 0.0636
H -1.033 -2.745 1.791 0.1043
H 0.684 -2.992 1.941 0.1008
H 1.129 -1.726 -0.094 0.1100
H 0.378 -0.763 1.151 0.1099
H -1.735 -1.866 -0.456 0.1151
H -0.504 -1.310 -1.562 0.1006
H -2.391 0.309 -0.265 0.1259
H 0.568 0.515 -2.026 0.1064
H 2.142 2.409 -2.150 0.1121
H -1.500 2.286 1.273 0.1162

Entry 2:
108
Properties=species:S:1:pos:R:3:lowdin_charge:R:1 method="wB97M-V/def2-TZVPD" total_charge=-1 multiplicity=3 homo_ev="-1.4 / -4.3" orbital_gap_ev="2.88 / 5.58" de_lowest_kcal_mol=156.8
Pt -0.287 -0.658 1.115 1.0738
N 4.371 4.616 -8.157 0.0675
C 3.966 4.127 -7.183 -0.2794
C 3.470 3.530 -6.008 -0.2816
C 3.546 4.189 -4.742 -0.0735
C 3.052 3.597 -3.613 -0.0668
C 2.418 2.321 -3.651 -0.2413
C 2.386 1.649 -4.911 -0.0873
C 2.888 2.224 -6.044 -0.0758
C 1.902 1.707 -2.419 -0.0879
C 2.913 1.604 -1.403 -0.2588
C 4.329 1.427 -1.713 -0.0418
C 4.976 1.496 -0.526 -0.0786
C 3.945 1.731 0.457 -0.1304
N 2.724 1.777 -0.070 0.1147
C 0.581 1.309 -2.392 -0.1061
C -0.350 1.611 -3.499 -0.1120
C -2.231 0.892 -2.933 -0.1523
C -1.633 0.238 -1.697 -0.2957
N -0.127 0.321 -1.569 0.0896
H 4.012 5.165 -4.684 0.0961
H 3.136 4.110 -2.660 0.1098
H 1.968 0.648 -4.961 0.1060
H 2.865 1.684 -6.983 0.0960
H 4.744 1.267 -2.695 0.1137
H 6.033 1.393 -0.340 0.0866
H 4.093 1.870 1.518 0.0991
H 0.071 2.109 -4.360 0.1325
H -3.287 0.668 -3.093 0.1498
H -3.466 0.666 -0.765 0.1366
C -6.817 -0.159 -1.022 -0.0447
C -5.761 -0.948 -1.747 -0.2230
C -5.884 -1.259 -3.095 -0.0519
C -4.895 -1.958 -3.773 -0.0887
C -3.758 -2.362 -3.092 -0.0773
C -3.620 -2.076 -1.744 -0.0215
C -4.611 -1.369 -1.074 -0.2211
N -4.450 -1.040 0.288 0.1061
C -3.214 -1.030 0.948 -0.3605
N -3.171 -1.909 1.969 0.1396
C -2.154 -2.140 2.919 -0.2094
C -0.885 -1.572 2.802 -0.1838
C -0.029 -1.765 3.890 -0.0862
C -0.387 -2.526 4.989 -0.0808
C -1.621 -3.158 5.024 -0.0719
C -2.520 -2.969 3.992 -0.2326
C -3.874 -3.634 4.038 -0.0597
N -2.236 -0.230 0.660 -0.0171
C -2.415 0.646 -0.493 -0.2121
C -0.739 -0.654 -2.488 -0.0771
C -1.094 0.247 -3.729 -0.0660
C -1.664 2.293 -2.896 -0.1345
C -1.650 2.824 -1.466 0.0140
C -1.982 2.128 -0.366 -0.1968
C -1.958 2.710 1.017 -0.0438
H -7.531 0.265 -1.725 0.0768
H -6.369 0.659 -0.454 0.0813
H -7.376 -0.783 -0.318 0.0820
H -6.772 -0.937 -3.627 0.1087
H -5.011 -2.179 -4.826 0.1006
H -2.977 -2.906 -3.609 0.1095
H -2.740 -2.398 -1.198 0.1208
H -5.271 -1.075 0.868 0.1386
H -3.995 -2.475 2.065 0.1140
H 0.949 -1.313 3.899 0.0707
H 0.309 -2.637 5.812 0.1003
H -1.897 -3.787 5.863 0.1019
H -3.939 -4.283 4.909 0.0739
H -4.060 -4.256 3.155 0.0803
H -4.687 -2.903 4.117 0.0806
H -0.479 -1.707 -2.463 0.1331
H -1.188 -0.173 -4.725 0.1347
H -2.088 3.029 -3.580 0.1365
H -1.348 3.858 -1.333 0.1152
H -1.542 3.716 1.009 0.0798
H -1.357 2.082 1.679 0.0504
H -2.969 2.749 1.438 0.0813
C 1.123 2.931 4.188 -0.0522
C 1.890 1.659 3.923 -0.2812
C 2.885 1.228 4.801 -0.0465
C 3.561 0.050 4.528 -0.2929
C 4.656 -0.435 5.446 -0.0634
C 3.230 -0.716 3.411 -0.0233
C 2.213 -0.334 2.505 -0.3415
C 1.592 0.908 2.807 -0.0716
N 1.674 -1.054 1.457 -0.1191
C 2.286 -2.146 0.655 -0.6024
C 2.619 -1.572 -0.733 -0.0435
C 3.564 -2.802 1.183 -0.0642
C 1.265 -3.283 0.482 -0.0796
H 1.592 3.518 4.979 0.0660
H 0.101 2.701 4.498 0.0759
H 1.066 3.543 3.285 0.0766
H 3.128 1.809 5.685 0.1001
H 4.782 0.236 6.296 0.0653
H 5.610 -0.495 4.916 0.0751
H 4.434 -1.434 5.830 0.0731
H 3.760 -1.638 3.300 0.0793
H 0.904 1.309 2.072 0.0703
H 3.468 -0.887 -0.668 0.0670
H 1.767 -1.009 -1.113 0.0463
H 2.866 -2.370 -1.440 0.0847
H 4.370 -2.081 1.302 0.0783
H 3.884 -3.540 0.443 0.0810
H 3.391 -3.328 2.122 0.0781
H 0.342 -2.906 0.037 0.0367
H 1.018 -3.723 1.451 0.0784
H 1.677 -4.060 -0.168 0.0763